# 1
A gas-phase ion, C7H10NO3 (charge -1). Source: the Open Molecules 2025 dataset; level of theory: ωB97M-V with the def2-TZVPD basis set.

```
21
Properties=species:S:1:pos:R:3:lowdin_charge:R:1
C 0.135 1.674 0.042 0.049
C 1.118 2.931 0.090 -0.741
C -0.248 1.107 -1.373 -0.134
C -0.306 -0.448 -1.223 -0.128
C -0.203 -0.773 0.272 -0.485
C 0.919 -1.819 0.513 -0.016
C -1.545 -1.266 0.890 -0.020
N 0.159 0.495 0.911 -0.211
O 1.211 3.617 1.119 -0.059
O 0.456 0.449 2.099 -0.061
O 1.776 3.053 -0.919 -0.027
H -1.142 1.700 -1.610 0.094
H 0.534 1.392 -2.151 0.112
H -1.166 -0.916 -1.727 0.113
H 0.554 -0.770 -1.741 0.072
H 1.256 -1.631 1.592 0.110
H 1.484 -1.794 -0.464 0.088
H 0.501 -2.800 0.450 0.050
H -1.372 -1.384 1.940 0.070
H -1.774 -2.223 0.528 0.054
H -2.349 -0.596 0.762 0.070
```

* total charge: -1
* orbital gap (alpha / beta): 7.1 / 7.1 eV
* energy above the lowest of the compared OMol25 structures with the same formula, charge and spin: 2.9683 eV

=====

# 2
A molecular structure, C30H22FeN5O3S5. Source: the Open Molecules 2025 dataset; level of theory: ωB97M-V with the def2-TZVPD basis set.

```
66
Properties=species:S:1:pos:R:3:lowdin_spin:R:1
Fe 0.593 -0.319 1.372 1.205
C -2.439 -3.213 -0.352 0.000
C -1.977 -2.063 0.494 0.002
N -0.842 -2.062 1.067 -0.004
N -0.173 -3.256 1.158 0.004
C 1.023 -3.051 1.661 0.002
O 1.502 -1.929 1.969 0.009
C 1.877 -4.257 1.914 0.000
C 3.071 -4.101 2.602 0.000
C 3.873 -5.204 2.873 0.000
C 3.493 -6.465 2.435 0.000
C 2.309 -6.618 1.723 0.000
C 1.503 -5.518 1.466 0.000
C -2.844 -0.849 0.611 0.000
C -4.025 -0.742 -0.121 0.000
C -4.822 0.383 0.040 0.000
C -4.430 1.361 0.934 0.000
C -3.232 1.167 1.614 0.000
N -2.468 0.100 1.451 0.002
H -1.740 -4.034 -0.247 0.000
H -3.445 -3.549 -0.080 0.000
H -2.450 -2.899 -1.399 0.000
H 3.351 -3.107 2.925 0.000
H 4.797 -5.079 3.424 0.000
H 4.123 -7.324 2.638 0.000
H 2.019 -7.598 1.361 0.000
H 0.578 -5.608 0.911 0.000
H -4.306 -1.524 -0.815 0.000
H -5.732 0.498 -0.539 0.000
H -5.021 2.255 1.094 0.000
H -2.861 1.909 2.317 0.000
S 0.058 0.430 3.507 -0.077
C 1.181 1.679 3.815 -0.012
C 0.970 2.484 4.998 -0.004
N 0.784 3.121 5.941 -0.005
C 2.251 1.915 3.012 -0.001
S 2.576 1.000 1.616 -0.076
C 3.190 2.971 3.333 -0.002
N 3.963 3.795 3.559 0.001
C 4.333 -1.737 -0.314 0.000
O 2.990 -1.307 -0.503 0.001
C 2.194 -1.924 -1.404 -0.001
S 2.751 -3.231 -2.316 -0.003
S 0.634 -1.246 -1.486 -0.027
H 4.819 -0.928 0.227 0.000
H 4.819 -1.921 -1.269 0.000
H 4.357 -2.654 0.276 0.000
C -1.039 4.354 -5.759 0.000
C -1.607 5.749 -5.681 0.000
O -1.654 6.490 -6.630 0.000
S -2.270 6.346 -4.133 0.001
C -1.766 5.146 -2.936 0.005
C -0.538 5.281 -2.291 0.000
C -0.114 4.322 -1.385 0.004
C -0.903 3.195 -1.102 0.002
C -2.165 3.105 -1.718 0.004
C -2.590 4.066 -2.619 0.000
C -0.435 2.152 -0.256 0.012
C -0.033 1.202 0.387 -0.043
H -1.258 3.959 -6.750 0.000
H -1.428 3.693 -4.991 0.000
H 0.045 4.405 -5.644 0.000
H 0.087 6.139 -2.512 0.000
H 0.845 4.416 -0.894 0.000
H -2.792 2.253 -1.485 0.000
H -3.560 3.979 -3.097 0.000
```

* total charge: -2
* orbital gap (alpha / beta): 5.7 / 5.8 eV
* multiplicity: 2
* energy above the lowest of the compared OMol25 structures with the same formula, charge and spin: 0.7351 eV

=====

# 3
A gas-phase ion, C9H20NO (charge +1). Source: the Open Molecules 2025 dataset; level of theory: ωB97M-V with the def2-TZVPD basis set.

```
31
Properties=species:S:1:pos:R:3:lowdin_charge:R:1
C -3.144 -0.679 -1.269 -0.106
C -1.848 -0.237 -2.055 -0.218
C -0.740 -1.295 -1.757 -0.166
C 0.374 -0.814 -0.778 -0.294
C 1.596 -0.218 -1.567 -0.038
C -0.133 0.124 0.374 -0.255
C 0.332 -0.489 1.750 -0.062
N 1.734 -0.074 2.014 0.081
C 1.696 1.400 2.303 -0.060
C 0.690 2.139 1.326 -0.141
O 0.445 1.413 0.140 -0.107
H -4.003 -0.033 -1.500 0.075
H -2.996 -0.647 -0.173 0.057
H -3.317 -1.735 -1.533 0.075
H -1.569 0.778 -1.727 0.104
H -2.149 -0.256 -3.114 0.109
H -1.164 -2.267 -1.451 0.114
H -0.232 -1.501 -2.721 0.112
H 0.780 -1.723 -0.287 0.125
H 1.331 0.678 -2.140 0.096
H 1.943 -1.038 -2.217 0.093
H 2.402 0.016 -0.845 0.066
H -1.230 0.198 0.447 0.135
H 0.220 -1.584 1.770 0.147
H -0.358 -0.105 2.522 0.145
H 2.330 -0.253 1.201 0.168
H 2.110 -0.595 2.806 0.190
H 2.684 1.871 2.241 0.138
H 1.258 1.489 3.311 0.140
H 1.198 3.076 1.052 0.141
H -0.240 2.361 1.879 0.136
```

* total charge: +1
* orbital gap: 10.5 eV
* energy above the lowest of the compared OMol25 structures with the same formula, charge and spin: 0.3602 eV

=====

# 4
A molecular structure, C35H34Cl2IrN7O2S2. Source: the Open Molecules 2025 dataset; level of theory: ωB97M-V with the def2-TZVPD basis set.

```
83
Properties=species:S:1:pos:R:3:lowdin_spin:R:1
Ir 0.175 0.422 -0.249 2.639
C 1.344 -2.988 2.739 0.004
C 0.860 -1.670 2.212 0.022
N 0.979 -1.422 0.930 0.161
N 1.702 -2.285 0.213 0.059
C 1.664 -2.288 -1.073 0.022
S 0.604 -1.400 -2.075 0.313
S 2.796 -3.312 -1.950 0.019
C 2.461 -4.927 -1.117 0.000
C 1.118 -5.399 -1.564 0.001
C 0.995 -6.191 -2.700 0.000
C -0.257 -6.526 -3.185 0.000
C -1.396 -6.066 -2.546 0.000
C -1.280 -5.301 -1.397 0.000
C -0.031 -4.970 -0.909 0.001
C 0.297 -0.722 3.129 0.053
C 0.712 -0.717 4.469 -0.008
C 0.236 0.203 5.371 0.051
C -0.720 1.145 4.970 0.009
C -1.192 1.143 3.688 0.035
C -0.707 0.227 2.707 0.032
O -1.182 0.258 1.533 0.193
H 1.046 -3.780 2.057 0.001
H 0.931 -3.202 3.718 0.000
H 2.433 -2.994 2.787 0.000
H 2.524 -4.738 -0.047 0.001
H 3.267 -5.575 -1.452 0.000
H 1.884 -6.535 -3.208 0.000
H -0.345 -7.137 -4.070 0.000
H -2.374 -6.300 -2.941 0.000
H -2.163 -4.957 -0.880 0.000
H 0.050 -4.365 -0.018 0.000
H 1.475 -1.409 4.789 -0.002
H 0.612 0.211 6.381 0.003
H -1.075 1.880 5.676 0.000
H -1.930 1.855 3.350 0.001
Cl -2.036 5.058 0.516 0.067
C -0.786 4.421 1.490 0.189
C -0.429 5.051 2.671 -0.018
C 0.598 4.558 3.449 0.208
Cl 0.988 5.349 4.918 0.081
C 1.330 3.411 3.044 0.012
C 2.420 2.886 3.763 0.026
C 3.047 1.756 3.305 -0.004
C 2.582 1.156 2.132 0.027
N 1.576 1.634 1.430 0.082
C 0.951 2.745 1.852 0.064
C -0.144 3.232 1.027 0.096
O -0.491 2.648 -0.027 0.327
H -0.954 5.943 2.977 -0.004
H 2.748 3.377 4.667 0.002
H 3.887 1.330 3.832 0.000
H 3.053 0.250 1.773 0.001
N 6.427 1.603 -1.810 0.001
C 5.326 1.662 -2.119 0.001
C 3.952 1.741 -2.452 0.003
C 3.509 2.209 -3.691 -0.001
C 2.143 2.277 -3.907 0.003
C 1.281 1.881 -2.894 0.007
N 1.707 1.428 -1.718 0.082
C 3.008 1.356 -1.500 0.006
H 4.218 2.502 -4.452 0.000
H 1.745 2.629 -4.847 0.000
H 0.210 1.921 -3.022 0.001
H 3.326 0.983 -0.537 0.001
C -2.964 -0.806 -3.962 0.000
C -3.536 -1.229 -2.602 0.003
C -3.903 -2.715 -2.652 0.001
C -4.777 -0.404 -2.248 0.001
N -2.570 -1.096 -1.514 0.009
N -2.060 0.183 -1.202 0.110
H -3.675 -1.047 -4.747 0.000
H -2.034 -1.335 -4.157 0.000
H -2.772 0.263 -4.004 0.000
H -4.693 -2.879 -3.381 0.000
H -4.256 -3.045 -1.678 0.000
H -3.039 -3.313 -2.933 0.000
H -5.581 -0.628 -2.942 0.000
H -4.580 0.664 -2.296 0.001
H -5.111 -0.654 -1.244 0.000
H -1.817 -1.773 -1.599 0.004
H -2.552 0.544 -0.382 0.000
H -2.184 0.839 -1.976 0.001
```

* total charge: +1
* orbital gap (alpha / beta): 6.5 / 4.7 eV
* multiplicity: 6
* energy above the lowest of the compared OMol25 structures with the same formula, charge and spin: 0.8135 eV

=====

# 5
C4H6N2O in the gas phase. Source: the Open Molecules 2025 dataset; level of theory: ωB97M-V with the def2-TZVPD basis set.

```
13
Properties=species:S:1:pos:R:3:lowdin_charge:R:1
C 1.949 0.259 0.227 -0.074
C 0.646 -0.238 -0.387 -0.434
C 0.023 -1.463 0.266 0.028
N -1.241 -1.056 0.362 0.070
C -1.422 0.277 -0.080 -0.481
O -2.657 0.773 0.008 0.113
N -0.367 0.827 -0.508 0.142
H 1.794 0.632 1.245 0.077
H 2.349 1.076 -0.380 0.074
H 2.680 -0.554 0.262 0.074
H 0.867 -0.602 -1.406 0.143
H -2.007 -1.620 0.707 0.138
H -2.615 1.686 -0.315 0.128
```

* total charge: 0
* orbital gap: 9.5 eV
* energy above the lowest of the compared OMol25 structures with the same formula, charge and spin: 2.2315 eV

=====

What is the formula in the fifth record?
C4H6N2O

=====

Which value of total charge does entry 2 give?
-2